The following is a quantum chemistry calculation of an isolated ion of composition C13H11N2O2 and charge -1, from the OMol25 dataset.

Summary:
Highest occupied orbital energy: -3.095 eV
Calculated total energy: -20734.1122 eV
SMILES: CO/C([O-])=C/C[C@@H](C#N)c1ccc(C#N)cc1
Total charge: -1

```
28
Properties=species:S:1:pos:R:3:forces:R:3
O 3.0739 4.0836 3.6586 0.74 -0.06 -0.48
O 2.4693 5.9805 2.5709 0.02 0.30 -0.22
N -0.0877 -0.1182 4.5266 1.21 2.53 -3.48
N -2.0756 2.4522 -3.3778 0.37 -0.18 0.79
C 0.4225 2.2575 -0.9409 0.01 0.16 0.36
C 0.7692 1.7196 2.8767 1.05 0.60 -2.00
C -0.9257 1.9021 -1.1120 0.37 -0.06 0.07
C 0.3530 1.5376 1.4206 -1.09 1.43 0.07
C 0.4767 3.2025 3.7562 -0.91 -0.97 1.19
C 0.8051 4.5333 3.3667 0.83 0.76 -1.54
C 0.2862 0.6252 3.6699 -0.94 -2.39 4.22
C 3.8525 6.1648 2.4458 -0.09 0.36 0.03
C -1.5702 2.2064 -2.3651 -0.34 -0.03 -0.57
C 2.1792 4.8187 3.2168 -1.59 -1.11 1.09
C 1.0270 2.1070 0.3162 0.43 -0.03 -0.17
C -1.6108 1.2786 -0.0606 0.12 0.09 0.37
C -0.9554 1.1000 1.1719 -1.06 -0.32 -0.69
H 4.3227 5.2882 2.0357 0.33 -0.35 -0.10
H -0.5813 3.0582 3.9846 0.08 0.20 0.38
H 0.9576 2.7247 -1.7887 -0.27 -0.34 0.72
H -2.6757 1.0095 -0.2001 0.84 0.07 0.22
H 3.9870 7.0009 1.7881 0.11 0.53 -0.38
H -1.5389 0.6204 1.9652 0.31 0.28 -0.13
H 2.0664 2.4391 0.4193 -0.44 -0.04 0.14
H 4.2697 6.3895 3.4134 0.50 0.03 0.37
H 1.8490 1.8417 2.8979 0.30 -0.61 0.18
H 1.1484 2.9684 4.5956 -0.51 -0.56 0.01
H 0.1105 5.3243 3.1345 -0.38 -0.29 -0.44
```
Forces are in eV/Å.